{"formula": "C38H106N8O11", "method": "wB97M-V/def2-TZVPD", "total_charge": 0, "smiles": "COC[C@H](C)N.COC[C@H](C)N.COC[C@H](C)N.COC[C@H](C)N.COC[C@H](C)N.COC[C@H](C)N.COC[C@H](C)N.COC[C@H](C)N.CCO.CCO.CCO", "relative_energy_ev": 7.642, "species": ["C", "C", "O", "H", "H", "H", "H", "H", "H", "C", "C", "O", "H", "H", "H", "H", "H", "H", "C", "C", "O", "H", "H", "H", "H", "H", "H", "C", "C", "C", "O", "C", "N", "H", "H", "H", "H", "H", "H", "H", "H", "H", "H", "H", "C", "C", "C", "O", "C", "N", "H", "H", "H", "H", "H", "H", "H", "H", "H", "H", "H", "C", "C", "C", "O", "C", "N", "H", "H", "H", "H", "H", "H", "H", "H", "H", "H", "H", "C", "C", "C", "O", "C", "N", "H", "H", "H", "H", "H", "H", "H", "H", "H", "H", "H", "C", "C", "C", "O", "C", "N", "H", "H", "H", "H", "H", "H", "H", "H", "H", "H", "H", "C", "C", "C", "O", "C", "N", "H", "H", "H", "H", "H", "H", "H", "H", "H", "H", "H", "C", "C", "C", "O", "C", "N", "H", "H", "H", "H", "H", "H", "H", "H", "H", "H", "H", "C", "C", "C", "O", "C", "N", "H", "H", "H", "H", "H", "H", "H", "H", "H", "H", "H"], "positions_angstrom": [[-5.991583, 5.131023, 2.582474], [-4.616986, 5.386724, 3.019057], [-4.527900, 5.640853, 4.385226], [-6.180810, 4.107678, 2.906582], [-6.093199, 5.125277, 1.497234], [-6.784405, 5.689339, 3.080283], [-4.302758, 6.309296, 2.530991], [-3.953873, 4.575788, 2.717797], [-4.084907, 6.487130, 4.481071], [-3.722828, -3.449205, 4.772748], [-2.388949, -2.799154, 4.140976], [-1.344140, -3.736989, 3.776556], [-4.411201, -3.899176, 4.057366], [-4.261803, -2.667481, 5.308026], [-3.385303, -4.194381, 5.493090], [-1.854231, -2.216516, 4.891116], [-2.596236, -2.199641, 3.254561], [-0.623880, -3.351823, 3.272103], [4.075629, -1.329630, 7.218269], [2.565254, -1.154267, 7.123283], [2.070267, -2.372121, 7.583803], [4.421559, -1.483821, 8.240350], [4.494405, -0.356458, 6.962001], [4.395691, -2.227435, 6.689494], [2.132711, -1.019720, 6.131868], [2.189032, -0.363599, 7.772444], [2.238118, -2.284670, 8.524956], [2.327278, -7.390815, 0.627980], [1.845356, -6.118860, 1.205382], [3.019896, -5.083200, 1.468987], [2.487812, -3.707312, 1.904062], [3.364494, -2.646400, 1.607620], [1.107113, -5.500966, 0.115694], [2.774518, -7.329290, -0.364135], [1.452799, -8.031710, 0.740457], [3.055327, -7.827560, 1.311566], [1.247774, -6.324384, 2.093509], [3.671758, -4.883837, 0.618450], [3.649573, -5.422956, 2.291290], [4.202436, -2.815643, 2.283874], [3.071865, -1.636406, 1.894668], [3.592941, -2.653250, 0.541849], [1.871497, -5.350914, -0.527186], [0.795560, -4.597309, 0.441915], [-5.859519, 1.975905, -5.152402], [-5.724834, 1.759432, -3.610279], [-6.553028, 2.688381, -2.679254], [-6.352942, 4.024169, -3.040529], [-7.433846, 4.875087, -2.815897], [-6.000116, 0.308860, -3.391870], [-5.471159, 2.946798, -5.460053], [-6.905099, 1.722544, -5.327501], [-5.283825, 1.172950, -5.612775], [-4.684185, 1.920143, -3.328646], [-6.424683, 2.548440, -1.605926], [-7.563497, 2.370250, -2.935870], [-7.917545, 4.604316, -1.877378], [-8.086098, 4.862115, -3.689107], [-7.183131, 5.935332, -2.782575], [-6.069993, 0.196633, -2.390556], [-5.142397, -0.067004, -3.770209], [-10.941176, -1.511499, -0.721662], [-9.509570, -1.276926, -0.988437], [-8.691984, -1.271939, 0.290686], [-7.343650, -0.907352, 0.086622], [-6.632841, -0.615916, 1.297238], [-8.967885, -2.343401, -1.912022], [-11.583882, -1.481022, -1.601500], [-11.296251, -0.651052, -0.154514], [-11.113091, -2.371118, -0.073905], [-9.367104, -0.303254, -1.457236], [-8.833348, -2.294617, 0.640338], [-9.231433, -0.576796, 0.934016], [-7.153840, 0.166406, 1.849188], [-5.614221, -0.288560, 1.089045], [-6.522893, -1.450793, 1.989324], [-8.636274, -3.111205, -1.345799], [-8.128714, -1.949831, -2.313269], [-2.496574, 5.663646, -6.556776], [-1.045919, 5.574798, -6.105025], [-0.609267, 4.366032, -5.235799], [-1.352329, 4.108181, -3.983463], [-1.050080, 5.066049, -3.014449], [-0.254598, 5.548642, -7.381555], [-2.824892, 4.812084, -7.152716], [-2.632441, 6.608893, -7.082269], [-3.248987, 5.655485, -5.768166], [-0.802900, 6.477821, -5.545039], [0.465868, 4.396960, -5.059101], [-0.708844, 3.580693, -5.985087], [-1.744719, 5.897447, -3.134284], [-0.020322, 5.422818, -3.034884], [-1.287108, 4.705858, -2.013368], [-0.697231, 4.769022, -7.846708], [0.746925, 5.418775, -7.395539], [1.165634, 0.544905, -1.877135], [-0.118778, -0.301906, -1.762999], [-0.943289, 0.155692, -0.522631], [-0.191253, 0.249074, 0.697344], [0.296760, 1.474666, 1.220953], [-0.816865, -0.174509, -3.012342], [1.627420, 0.432970, -2.858121], [1.797979, 0.143014, -1.085472], [1.026668, 1.610857, -1.696782], [0.147690, -1.357918, -1.719336], [-1.808295, -0.503048, -0.445506], [-1.404616, 1.120594, -0.732923], [0.858765, 1.248244, 2.127033], [-0.535435, 2.083565, 1.574218], [1.027261, 1.934056, 0.555038], [-0.680773, 0.762752, -3.363227], [-0.381670, -0.741686, -3.725794], [6.904129, 5.700010, 5.763552], [5.853156, 6.251793, 6.817438], [5.087568, 5.154327, 7.601722], [4.601260, 4.032759, 6.910499], [3.393522, 4.295942, 6.202066], [6.366191, 7.287926, 7.791190], [6.837321, 6.193911, 4.794166], [6.722843, 4.657523, 5.501923], [7.878226, 5.764858, 6.248351], [5.143944, 6.681638, 6.110081], [4.306093, 5.719376, 8.109767], [5.607204, 4.696836, 8.443616], [2.654946, 4.977801, 6.623582], [2.875216, 3.369290, 5.955516], [3.629052, 4.877216, 5.310575], [6.885774, 7.969283, 7.256510], [5.707297, 7.761463, 8.392628], [3.427889, -9.842220, -6.041328], [2.619321, -8.717083, -5.322260], [3.408083, -7.302668, -5.350317], [2.941960, -6.267047, -4.504809], [3.437787, -4.991866, -4.872396], [1.355707, -8.566675, -6.047545], [3.354626, -9.837249, -7.128854], [3.136666, -10.840252, -5.713892], [4.494077, -9.708598, -5.858337], [2.345101, -9.019658, -4.311646], [3.277591, -6.910906, -6.359079], [4.471956, -7.506004, -5.228147], [3.054413, -4.751684, -5.864081], [4.523077, -4.933952, -4.955413], [3.066449, -4.142255, -4.299376], [0.693951, -7.885427, -5.703919], [0.934905, -9.468316, -5.874141], [6.371613, 0.204362, -1.567335], [7.782166, -0.092076, -1.032757], [7.931772, -0.281538, 0.522796], [9.252725, 0.051599, 0.945305], [9.288548, 0.138937, 2.347329], [8.310285, -1.177350, -1.884566], [5.808786, -0.725776, -1.645898], [6.348222, 0.765801, -2.501322], [5.798369, 0.944774, -1.009388], [8.346135, 0.824980, -1.203206], [7.658323, -1.293922, 0.820136], [7.219412, 0.410493, 0.971945], [8.945775, 1.131653, 2.639102], [10.277936, -0.049489, 2.764107], [8.659303, -0.599363, 2.844379], [7.570286, -1.864615, -1.870958], [9.157641, -1.474771, -1.422387]], "atomic_forces_ev_per_a": [[-1.5, -1.9, 0.1], [1.0, 1.8, -0.9], [0.1, -0.1, 1.3], [-0.5, -0.3, -0.2], [0.0, 0.2, 0.0], [0.4, 0.6, -0.2], [0.5, -0.1, -0.5], [0.1, -0.1, 0.0], [0.0, -0.2, 0.3], [2.1, 0.5, -0.7], [0.3, -0.5, 0.2], [-1.2, -1.3, 0.2], [0.3, 0.0, -0.2], [0.1, 0.1, 0.0], [-0.2, -0.1, 0.0], [-0.8, 0.6, 0.3], [-0.4, 0.2, 0.2], [-0.3, 0.5, 0.0], [-0.2, 1.4, -0.1], [0.6, -0.5, 0.1], [-1.4, -0.9, 0.9], [-0.5, 0.0, 0.3], [0.8, -0.3, -0.7], [0.1, 0.5, -0.5], [0.5, 0.2, -0.2], [0.2, 0.5, -0.1], [-0.2, -0.8, 0.2], [0.6, -1.4, 1.5], [1.4, 2.8, -0.8], [-0.8, 1.2, 2.1], [-1.0, -1.9, -0.7], [0.8, -0.8, 0.6], [-1.0, -0.1, 0.2], [-0.4, 0.0, 0.0], [0.2, -0.4, -0.9], [0.3, -0.2, -0.1], [0.0, 0.4, 0.0], [-0.2, -0.4, -0.4], [0.2, 0.0, 0.2], [1.0, 0.1, -0.6], [-1.1, -0.3, 0.0], [0.5, 0.1, 0.0], [-0.4, 0.4, -0.8], [-0.1, 0.3, -0.2], [-0.1, -0.4, 1.9], [1.0, 0.2, 0.1], [-0.8, -1.0, -1.8], [1.3, 0.5, -0.2], [-0.5, 0.2, -0.2], [-0.5, 1.6, -0.1], [-0.5, 0.0, -0.2], [-0.1, 0.6, -0.6], [0.1, 0.1, -0.1], [0.3, 0.3, -0.1], [0.4, -0.3, 0.1], [-0.7, 0.2, 0.3], [-0.5, 0.1, -0.1], [-0.7, -0.5, 0.2], [0.8, -0.1, 0.3], [0.3, -0.7, 0.2], [-0.1, -0.9, 0.5], [-1.2, 0.9, 0.9], [2.1, -1.0, -1.4], [-0.9, 0.2, -0.2], [0.3, -0.1, 0.4], [-0.4, 0.1, -0.1], [-0.4, 1.2, 0.2], [0.3, -0.6, -0.1], [-0.2, 0.1, 0.3], [-0.1, -0.3, -0.3], [0.0, 0.0, -0.4], [0.5, -0.2, 0.7], [0.4, 0.2, 0.7], [0.0, 0.2, 0.0], [-0.2, 0.1, -0.5], [-0.3, -0.5, -0.2], [-0.1, -0.3, 0.2], [0.2, -0.1, -0.3], [-0.5, -0.1, 0.6], [1.3, 0.4, 0.3], [-1.2, 0.0, -0.1], [1.3, -0.5, -2.2], [-0.8, 0.7, 0.4], [-1.4, 0.0, 0.5], [0.4, 0.0, -0.5], [0.0, -0.2, -0.3], [0.4, 0.1, 0.5], [0.0, 0.3, -0.2], [0.1, 0.4, 0.4], [-0.5, -1.0, 0.8], [0.2, 0.5, -0.1], [0.1, -0.1, -0.1], [0.2, -0.5, -0.1], [0.4, -0.1, -0.7], [0.0, -0.1, 0.7], [0.2, -0.9, 1.1], [1.2, 1.1, 0.0], [0.2, 0.7, -0.5], [-0.1, -1.3, -0.2], [-0.2, -0.7, -0.1], [-1.5, 0.3, -0.6], [0.1, -0.2, 0.1], [0.7, 0.4, -0.1], [-0.3, 0.0, 0.0], [0.1, 0.0, 0.6], [0.2, -0.4, 0.6], [0.2, 0.4, -0.3], [0.0, -0.4, 0.0], [0.0, 0.6, -0.5], [-0.4, 0.5, -0.2], [-0.4, 0.4, 0.0], [0.0, -0.4, 0.1], [-0.2, 0.1, 1.6], [-0.2, -0.4, -0.8], [0.5, 0.4, 1.0], [-1.3, 0.5, -0.3], [0.3, 0.5, -1.0], [0.7, -1.5, -1.3], [0.3, 0.5, 0.3], [-0.2, -0.1, 0.5], [0.3, 0.0, -0.5], [-0.7, 0.3, 0.4], [-0.7, -0.1, -0.1], [0.9, 0.4, -0.2], [0.1, -0.1, 1.3], [0.4, 0.0, 0.0], [0.2, -0.4, -0.7], [0.0, 0.2, 0.2], [-0.4, -0.3, -0.4], [0.3, 0.7, 0.4], [0.3, 1.9, -0.4], [-0.6, -1.1, -0.8], [-0.1, -0.2, 1.1], [-0.3, 0.0, -1.3], [0.0, -0.7, -0.5], [-0.5, 0.4, 0.0], [-0.1, 0.1, 0.2], [0.1, -0.2, 0.3], [0.8, 0.1, 0.4], [0.1, -0.3, -0.5], [0.2, 0.1, 0.4], [0.1, -0.1, -0.5], [0.2, -0.2, 0.3], [-0.1, -0.7, 0.8], [0.3, 0.3, 0.5], [-0.7, -0.1, -0.5], [-0.3, 0.6, 0.6], [0.1, 0.7, 0.0], [-0.5, 0.5, -1.4], [-0.4, -0.8, -0.4], [0.0, 0.1, 0.5], [-0.2, 1.3, 0.9], [-0.3, 0.1, -0.1], [0.7, -0.8, -0.6], [0.0, -0.4, 0.9], [0.4, 0.0, -0.2], [0.1, -0.3, 0.1], [-0.1, 0.1, 0.3], [0.0, 0.1, 0.3], [0.2, 0.2, -0.5], [-0.3, -0.2, -0.2], [0.5, -0.7, 0.0], [0.1, -0.7, -0.2]], "lowdin_charge": [-0.10, -0.38, -0.06, 0.07, 0.08, 0.08, 0.11, 0.11, 0.08, -0.06, -0.26, -0.12, 0.06, 0.06, 0.06, 0.10, 0.09, 0.07, -0.09, -0.34, -0.09, 0.07, 0.07, 0.08, 0.11, 0.11, 0.08, -0.09, -0.44, -0.10, -0.23, -0.14, 0.03, 0.09, 0.09, 0.08, 0.14, 0.11, 0.11, 0.08, 0.08, 0.08, 0.06, 0.06, -0.05, -0.42, -0.21, -0.19, -0.12, 0.03, 0.07, 0.08, 0.07, 0.12, 0.12, 0.12, 0.09, 0.09, 0.08, 0.05, 0.07, -0.09, -0.44, -0.24, -0.18, -0.09, 0.05, 0.09, 0.08, 0.09, 0.14, 0.13, 0.12, 0.08, 0.08, 0.08, 0.06, 0.05, -0.06, -0.43, -0.17, -0.19, -0.14, 0.03, 0.08, 0.08, 0.07, 0.12, 0.11, 0.11, 0.08, 0.09, 0.08, 0.06, 0.07, -0.07, -0.43, -0.17, -0.21, -0.10, 0.02, 0.07, 0.07, 0.07, 0.14, 0.12, 0.12, 0.08, 0.08, 0.07, 0.06, 0.07, -0.05, -0.38, -0.23, -0.18, -0.11, 0.03, 0.07, 0.07, 0.07, 0.11, 0.11, 0.13, 0.08, 0.09, 0.08, 0.06, 0.06, -0.07, -0.38, -0.19, -0.19, -0.12, 0.01, 0.07, 0.07, 0.06, 0.12, 0.11, 0.11, 0.08, 0.09, 0.08, 0.07, 0.06, -0.08, -0.41, -0.20, -0.18, -0.13, 0.04, 0.07, 0.08, 0.07, 0.13, 0.12, 0.11, 0.09, 0.09, 0.08, 0.06, 0.07]}